DFT (ωB97M-V/def2-TZVPD) results for a cluster of 2 separate species, C8H9N3O in total.

Values from the calculation:
- Kohn-Sham gap (eV) = 9.032
- molecular weight (g mol⁻¹) = 163.2
- structure (SMILES) = [H]/N=C(\C)NOC.C#CC#CC#N
- HOMO level (eV) = -9.098
- total energy (Ha) = -549.5152

Each line ends with the Mulliken charge.
Positions of all 21 atoms, in Å:
1 H 0.454 -0.927 1.844  0.224
2 N -0.182 -0.279 1.352  -0.674
3 C -1.041 -0.955 0.697  0.797
4 C -1.585 -2.324 1.064  -1.192
5 N -1.798 -0.305 -0.286  -0.421
6 O -1.029 0.635 -0.965  -0.208
7 C -1.250 1.921 -0.434  -0.629
8 H -0.984 -2.741 1.880  0.364
9 H -1.547 -3.010 0.201  0.305
10 H -2.630 -2.237 1.399  0.295
11 H -2.184 -0.899 -1.013  0.309
12 H -2.315 2.193 -0.465  0.253
13 H -0.680 2.608 -1.066  0.249
14 H -0.892 1.988 0.597  0.289
15 C 4.273 2.153 0.520  -0.117
16 C 3.521 1.444 -0.125  -0.660
17 C 2.582 0.672 -0.869  0.805
18 C 1.664 -0.012 -1.339  0.363
19 C 0.707 -0.932 -1.876  -0.189
20 N -0.054 -1.752 -2.200  -0.588
21 H 4.969 2.761 1.084  0.425

DFT (ωB97M-V/def2-TZVPD) results for the molecule C8H9N3O2.

Values from the calculation:
- Kohn-Sham gap (eV) = 8.671
- molecular weight (g mol⁻¹) = 179.2
- structure (SMILES) = CC(=O)NNC(=O)c1ccccn1
- HOMO level (eV) = -8.552
- total energy (Ha) = -624.9824

Each line ends with the Mulliken charge.
Positions of all 22 atoms, in Å:
1 C 3.641 -1.648 -0.022  -0.883
2 C 2.965 -0.329 -0.015  0.619
3 O 3.675 0.667 0.193  -0.676
4 N 1.593 -0.211 -0.077  -0.173
5 N 1.071 1.025 -0.109  -0.072
6 C -0.211 1.389 -0.052  0.109
7 O -0.566 2.565 0.034  -0.696
8 C -1.269 0.358 -0.060  0.784
9 C -2.575 0.855 -0.018  -0.434
10 C -3.586 -0.110 0.071  -0.263
11 C -3.286 -1.436 0.035  -0.552
12 C -1.946 -1.884 -0.013  -0.360
13 N -0.972 -0.942 -0.004  -0.522
14 H 4.573 -1.616 -0.593  0.298
15 H 3.872 -1.912 0.976  0.254
16 H 2.942 -2.476 -0.414  0.258
17 H 0.850 -0.936 -0.176  0.449
18 H 1.774 1.756 -0.147  0.307
19 H -2.850 1.902 -0.071  0.429
20 H -4.645 0.174 0.220  0.357
21 H -4.105 -2.119 0.091  0.369
22 H -1.521 -2.906 0.075  0.397

DFT (ωB97M-V/def2-TZVPD) results for a cluster of 2 separate species, C8H9N6 in total.

Values from the calculation:
- charge = +1
- Kohn-Sham gap (eV) = 8.874
- molecular weight (g mol⁻¹) = 189.2
- HOMO level (eV) = -13.189
- total energy (Ha) = -638.4165

Each line ends with the Mulliken charge.
Positions of all 23 atoms, in Å:
1 C -3.326 -0.634 -0.477  -0.172
2 C -1.165 -1.625 -0.879  0.192
3 C -1.066 0.103 1.292  0.375
4 C -1.317 1.892 -0.277  0.170
5 C 1.747 -0.022 0.733  -1.010
6 C -1.968 -0.444 -0.976  0.628
7 C 1.075 0.587 -0.471  -0.078
8 C -1.222 0.518 -0.032  -0.079
9 N -4.372 -0.748 -0.043  -0.328
10 N -0.333 -2.378 -0.636  -0.567
11 N -0.701 -0.272 2.318  -0.584
12 N -1.120 2.999 -0.518  -0.538
13 N 1.384 1.861 -0.740  -0.432
14 N 1.718 -1.510 0.786  -0.132
15 H 1.274 0.350 1.653  0.491
16 H 2.789 0.316 0.744  0.470
17 H -2.010 -0.059 -2.002  0.476
18 H 0.930 -0.051 -1.333  0.471
19 H 1.014 2.310 -1.567  0.330
20 H 1.586 2.495 0.020  0.249
21 H 1.599 -1.816 1.759  0.420
22 H 2.581 -1.924 0.418  0.397
23 H 0.899 -1.950 0.228  0.252

DFT (ωB97M-V/def2-TZVPD) results for the molecule C8H9NO.

Values from the calculation:
- Kohn-Sham gap (eV) = 8.226
- molecular weight (g mol⁻¹) = 135.2
- structure (SMILES) = [H]/N=C1\C=CC=C\C1=C(\C)O
- HOMO level (eV) = -8.077
- total energy (Ha) = -440.0590

Each line ends with the Mulliken charge.
Positions of all 19 atoms, in Å:
1 H -3.023 1.340 1.529  0.261
2 N -2.540 0.993 0.721  -0.689
3 C -1.275 0.705 0.518  0.536
4 C -0.510 0.525 1.787  -0.611
5 C -0.052 -0.727 2.072  -0.052
6 C -0.306 -1.823 1.152  -0.501
7 C -0.407 -1.401 -0.153  -0.826
8 C -0.388 0.006 -0.584  0.396
9 C 0.805 0.234 -1.387  0.331
10 C 1.381 1.534 -1.856  -1.281
11 O 1.596 -0.777 -1.742  -0.582
12 H -0.473 1.455 2.381  0.356
13 H 0.392 -1.075 3.058  0.308
14 H -0.028 -2.898 1.370  0.340
15 H -0.764 -2.006 -0.971  0.560
16 H 0.995 1.856 -2.841  0.289
17 H 2.341 1.371 -2.128  0.432
18 H 1.038 2.391 -1.261  0.308
19 H 1.218 -1.702 -1.664  0.426

DFT (ωB97M-V/def2-TZVPD) results for the molecule C8H9NO2S.

Values from the calculation:
- Kohn-Sham gap (eV) = 9.428
- molecular weight (g mol⁻¹) = 183.2
- structure (SMILES) = CS(=O)(=O)N1Cc2ccccc21
- HOMO level (eV) = -8.764
- total energy (Ha) = -913.5516

Each line ends with the Mulliken charge.
Positions of all 21 atoms, in Å:
1 C -0.521 2.628 -2.161  -1.136
2 S 0.698 1.344 -1.631  1.186
3 O 0.729 0.217 -2.501  -0.636
4 O 2.013 1.821 -1.305  -0.651
5 N -0.152 0.889 -0.214  -0.027
6 C 0.463 1.113 1.145  -0.175
7 C 0.436 -0.341 1.334  0.495
8 C 0.332 -1.339 2.299  -0.784
9 C -0.019 -2.599 1.848  -0.349
10 C -0.582 -2.777 0.536  -0.273
11 C -0.689 -1.741 -0.380  -0.691
12 C -0.151 -0.525 0.059  0.024
13 H 0.010 3.278 -2.694  0.478
14 H -1.239 1.974 -2.441  0.384
15 H -0.716 3.118 -1.285  0.349
16 H -0.336 1.705 1.602  0.274
17 H 1.488 1.492 1.065  0.304
18 H 0.549 -1.193 3.441  0.245
19 H -0.064 -3.554 2.455  0.292
20 H -1.006 -3.700 0.181  0.364
21 H -1.243 -1.810 -1.354  0.325

DFT (ωB97M-V/def2-TZVPD) results for a cluster of 2 separate species, C8H9NO3S2 in total.

Values from the calculation:
- Kohn-Sham gap (spin up / spin down) (eV) = 6.485 / 6.531
- molecular weight (g mol⁻¹) = 231.3
- HOMO level (spin up / spin down) (eV) = -6.083 / -8.950
- spin multiplicity = 3
- total energy (Ha) = -1386.7873

Each line ends with the Mulliken spin population.
Positions of all 23 atoms, in Å:
1 C 0.322 0.928 3.133  0.006
2 C 1.482 0.220 2.709  0.001
3 C -0.627 1.287 2.208  -0.007
4 C 1.666 -0.059 1.352  0.004
5 C -0.422 1.125 0.800  0.025
6 C 0.721 0.425 0.432  -0.001
7 C -0.142 -2.155 -2.985  0.557
8 C -0.718 -0.188 -1.749  0.386
9 N -1.532 -1.060 -1.091  0.038
10 O -0.965 -1.812 -0.167  0.171
11 O -2.692 -1.238 -1.495  0.269
12 O -1.309 0.688 -2.597  0.116
13 S 0.235 -3.133 -1.726  0.396
14 S 0.993 0.162 -1.356  0.037
15 H 0.209 0.791 4.167  0.000
16 H 2.227 -0.195 3.393  0.000
17 H -1.636 1.690 2.411  0.000
18 H 2.584 -0.683 1.155  -0.001
19 H -1.342 1.314 0.226  -0.004
20 H -0.987 -2.618 -3.661  -0.020
21 H 0.556 -1.584 -3.520  0.006
22 H -2.129 0.324 -2.988  0.012
23 H 1.139 -2.239 -1.192  0.008

What did the first record say?
DFT (ωB97M-V/def2-TZVPD) results for a cluster of 2 separate species, C8H9N3O in total.

Values from the calculation:
- Kohn-Sham gap (eV) = 9.032
- molecular weight (g mol⁻¹) = 163.2
- structure (SMILES) = [H]/N=C(\C)NOC.C#CC#CC#N
- HOMO level (eV) = -9.098
- total energy (Ha) = -549.5152

Each line ends with the Mulliken charge.
Positions of all 21 atoms, in Å:
1 H 0.454 -0.927 1.844  0.224
2 N -0.182 -0.279 1.352  -0.674
3 C -1.041 -0.955 0.697  0.797
4 C -1.585 -2.324 1.064  -1.192
5 N -1.798 -0.305 -0.286  -0.421
6 O -1.029 0.635 -0.965  -0.208
7 C -1.250 1.921 -0.434  -0.629
8 H -0.984 -2.741 1.880  0.364
9 H -1.547 -3.010 0.201  0.305
10 H -2.630 -2.237 1.399  0.295
11 H -2.184 -0.899 -1.013  0.309
12 H -2.315 2.193 -0.465  0.253
13 H -0.680 2.608 -1.066  0.249
14 H -0.892 1.988 0.597  0.289
15 C 4.273 2.153 0.520  -0.117
16 C 3.521 1.444 -0.125  -0.660
17 C 2.582 0.672 -0.869  0.805
18 C 1.664 -0.012 -1.339  0.363
19 C 0.707 -0.932 -1.876  -0.189
20 N -0.054 -1.752 -2.200  -0.588
21 H 4.969 2.761 1.084  0.425

- total energy of number 5 (C8H9NO2S)?
  -913.5516 Ha

- The lowest molecular weight belongs to which entry?
  C8H9NO